Entry 1:
Entry from the Open Molecules 2025 dataset: an isolated molecule of C3H4N2O at a distorted geometry (ωB97M-V/def2-TZVPD).

XYZ file:
```
10
Properties=species:S:1:pos:R:3
N -0.995 0.668 -0.516
C -0.815 -0.296 0.599
O -1.569 -0.457 1.516
C 0.586 -0.842 0.363
C 1.176 0.389 -0.257
N 1.835 1.259 -0.643
H -0.985 1.675 -0.393
H -0.863 0.436 -1.496
H 1.145 -1.233 1.227
H 0.552 -1.617 -0.412
```

## Properties
2S+1: 1
Total charge: 0
Energy relative to the best compared isomer or geometry (same formula, charge and spin) in eV: 1.9358



Entry 2:
Entry from the Open Molecules 2025 dataset: a structure of composition C25H27AsCl2Ti at a distorted geometry (ωB97M-V/def2-TZVPD).

XYZ file:
```
56
Properties=species:S:1:pos:R:3
Ti 1.098 0.181 -2.418
Cl -0.506 -1.307 -1.708
Cl 1.253 2.139 -1.299
C 2.708 -0.658 -1.971
H 3.568 -0.080 -1.601
H 2.963 -1.720 -2.066
C -0.805 1.652 -3.686
C 0.355 1.199 -4.154
H -0.844 2.597 -3.141
C 0.440 -0.166 -4.819
H 1.269 1.801 -4.263
C -0.721 -0.319 -5.822
H 1.406 -0.395 -5.280
H 0.280 -0.996 -4.077
C -2.046 -0.138 -5.080
H -0.644 0.427 -6.619
H -0.694 -1.312 -6.291
C -2.107 1.037 -4.053
H -2.859 0.013 -5.802
H -2.264 -1.077 -4.549
H -2.738 1.826 -4.486
H -2.641 0.667 -3.163
C 2.462 2.687 4.233
C 3.234 2.062 3.243
C 2.613 1.274 2.268
C 1.222 1.099 2.311
C 0.449 1.703 3.303
C 1.075 2.507 4.268
As 0.473 -0.068 0.903
C 0.826 -1.738 1.874
C 1.614 -2.706 1.232
C 2.039 -3.827 1.954
C 1.664 -3.985 3.293
C 0.860 -3.024 3.921
C 0.451 -1.887 3.210
C -1.420 0.223 1.331
C -2.246 -0.789 1.832
C -3.575 -0.489 2.163
C -4.090 0.788 1.913
C -3.280 1.775 1.337
C -1.946 1.491 1.029
H 2.947 3.310 4.985
H 4.320 2.181 3.230
H 3.193 0.791 1.480
H -0.630 1.550 3.328
H 0.469 2.980 5.044
H 1.891 -2.563 0.188
H 2.669 -4.576 1.467
H 2.000 -4.858 3.852
H 0.554 -3.147 4.961
H -0.154 -1.121 3.703
H -1.853 -1.797 1.978
H -4.197 -1.258 2.629
H -5.125 1.017 2.171
H -3.678 2.774 1.139
H -1.303 2.247 0.574
```

## Properties
E in hartree: -4974.42253
2S+1: 1
Total charge: 0



Entry 3:
Entry from the Open Molecules 2025 dataset: a cluster of 2 separate species, C5H14NO2 in total at a distorted geometry (ωB97M-V/def2-TZVPD).

XYZ file:
```
22
Properties=species:S:1:pos:R:3
C -0.246 -1.464 0.000
O -0.258 -2.501 -0.864
C 0.633 -0.356 -0.644
C 1.240 0.545 0.531
C 1.323 2.091 0.598
C 0.061 2.628 -0.095
N 1.718 -1.058 -1.336
H 0.224 -1.707 1.032
H -1.318 -0.945 0.092
H 0.027 0.247 -1.331
H 2.259 0.219 0.325
H 1.015 0.270 1.474
H 2.221 2.580 0.253
H 1.366 2.421 1.693
H 0.182 2.398 -1.202
H -0.105 3.739 -0.110
H -0.870 2.119 0.360
H 2.455 -1.344 -0.722
H 1.350 -2.008 -1.777
H -3.695 -0.546 0.606
H -2.928 -0.117 1.793
O -3.775 -0.072 1.430
```

## Properties
2S+1: 1
Total charge: -1
Energy relative to the best compared isomer or geometry (same formula, charge and spin) in eV: 2.1628



Entry 4:
Entry from the Open Molecules 2025 dataset: a structure of composition C7H15F6LaN4O5S2 at a distorted geometry (ωB97M-V/def2-TZVPD).

XYZ file:
```
40
Properties=species:S:1:pos:R:3
La -0.125 -0.104 1.460
F -3.323 2.766 2.278
C -2.380 3.366 2.988
F -2.146 4.567 2.535
F -2.712 3.382 4.251
S -0.899 2.234 2.688
O -1.200 0.951 3.317
O -0.870 1.978 1.237
N 0.458 2.861 3.140
S 1.771 2.113 2.697
O 1.517 0.660 2.552
O 2.940 2.494 3.359
C 1.978 2.545 0.820
F 1.496 1.428 0.091
F 1.252 3.565 0.438
F 3.225 2.685 0.461
C -0.963 -2.023 -3.737
N -0.838 -1.087 -2.635
C -1.977 -0.192 -2.506
C 0.007 -1.165 -1.604
O -0.421 -0.724 -0.461
N 1.255 -1.658 -1.685
C 1.955 -1.975 -2.921
C 2.099 -1.730 -0.502
H -1.990 -2.397 -3.744
H -0.302 -2.874 -3.623
H -0.771 -1.528 -4.690
H -2.216 0.190 -3.497
H -1.723 0.647 -1.854
H -2.851 -0.709 -2.102
H 1.537 -1.425 -3.758
H 1.927 -3.046 -3.133
H 2.998 -1.682 -2.817
H 1.491 -1.755 0.435
H 2.800 -0.885 -0.478
H 2.685 -2.652 -0.544
N -1.277 -2.006 2.711
H -0.670 -2.452 3.414
H -1.690 -2.770 2.162
H -2.050 -1.593 3.255
```

## Properties
2S+1: 1
Total charge: +2
Energy relative to the best compared isomer or geometry (same formula, charge and spin) in eV: 1.5308



Entry 5:
Entry from the Open Molecules 2025 dataset: a cluster of 6 separate species, C12H40N3O6 in total at a distorted geometry (ωB97M-V/def2-TZVPD).

XYZ file:
```
61
Properties=species:S:1:pos:R:3
O -3.604 1.355 -0.305
H -4.154 0.584 -0.146
H -3.675 1.564 -1.239
H -2.718 1.001 -0.197
O -2.146 -0.524 -2.555
H -2.931 -1.054 -2.401
H -2.466 0.240 -3.041
H -1.859 -0.234 -1.686
O -1.451 0.169 -0.240
H -0.933 0.720 0.378
C 0.379 -3.503 0.533
C 1.251 -2.520 -0.223
C 0.974 -2.557 -1.710
O 1.827 -1.721 -2.513
C 3.090 -2.366 -2.782
N 1.031 -1.212 0.421
H 0.507 -4.515 0.149
H -0.690 -3.308 0.453
H 0.532 -3.600 1.608
H 2.288 -2.660 0.082
H -0.078 -2.365 -1.921
H 1.098 -3.608 -1.975
H 3.943 -2.145 -2.141
H 3.425 -1.837 -3.674
H 2.955 -3.367 -3.191
H 1.648 -0.688 -0.182
H 0.115 -0.875 0.162
C -0.862 -1.708 4.352
C -1.396 -0.718 3.346
C -0.631 0.549 3.200
O -0.414 1.357 4.390
C -1.637 1.761 5.036
N -1.529 -1.431 2.085
H -1.428 -2.639 4.346
H -0.861 -1.396 5.396
H 0.187 -1.898 4.124
H -2.415 -0.535 3.686
H -0.930 1.236 2.408
H 0.426 0.347 3.028
H -2.155 0.833 5.277
H -2.324 2.292 4.377
H -1.445 2.333 5.944
H -0.631 -1.780 1.782
H -1.702 -0.756 1.354
C -0.708 3.375 -1.973
C 0.551 2.573 -1.956
C 1.841 3.188 -2.727
O 3.043 2.503 -2.399
C 3.119 1.070 -2.702
N 0.892 2.553 -0.564
H -0.335 4.399 -1.957
H -1.362 3.178 -1.123
H -1.365 3.196 -2.824
H 0.278 1.595 -2.353
H 1.948 4.266 -2.612
H 1.681 3.053 -3.797
H 2.117 0.681 -2.881
H 3.570 0.614 -1.820
H 3.881 0.774 -3.423
H 0.356 1.774 -0.209
H 1.884 2.389 -0.474
```

## Properties
⟨S²⟩: 0.758
E in hartree: -1095.99177
2S+1: 2
Total charge: +2



Entry 6:
Entry from the Open Molecules 2025 dataset: a cluster of 3 separate species, C21H32NO9PS in total at a distorted geometry (ωB97M-V/def2-TZVPD).

XYZ file:
```
65
Properties=species:S:1:pos:R:3
C 0.834 4.145 2.661
C -0.142 3.608 1.577
P 0.497 3.584 -0.182
C 1.916 4.783 -0.320
C 1.152 1.847 -0.572
C 2.638 1.548 -0.393
C 2.973 1.428 1.093
C 4.538 1.148 1.373
O 3.280 0.208 1.538
O 1.023 1.873 -2.030
C 0.852 0.618 -2.491
O 1.175 0.191 -3.560
O 0.180 -0.064 -1.516
C 0.133 0.703 -0.293
C 0.419 -0.339 0.765
C 0.170 0.103 2.197
C 0.307 -1.046 3.210
O 0.063 -2.321 2.640
N -1.244 1.286 -0.268
C -2.146 0.526 -0.582
S -3.280 -0.546 -0.573
H 0.810 3.449 3.503
H 1.872 4.180 2.346
H 0.472 5.097 3.035
H -0.578 2.653 1.840
H -0.978 4.301 1.519
H 1.593 5.479 -1.091
H 2.828 4.325 -0.693
H 2.063 5.372 0.581
H 3.297 2.306 -0.789
H 2.850 0.536 -0.739
H 2.473 2.094 1.780
H 4.485 2.010 2.120
H 5.063 0.521 2.101
H -0.274 -1.158 0.580
H 1.407 -0.766 0.619
H -0.851 0.479 2.292
H 0.816 0.913 2.538
H 1.302 -1.070 3.660
H -0.386 -0.903 4.038
H 0.885 -2.794 2.509
O -4.112 3.326 -5.036
C -3.586 2.274 -4.828
O -4.239 1.089 -4.923
C -3.373 0.015 -4.511
C -1.961 0.555 -4.678
C -2.151 2.042 -4.391
H -3.602 -0.234 -3.473
H -3.561 -0.858 -5.131
H -1.237 0.068 -4.032
H -1.634 0.419 -5.710
H -2.066 2.269 -3.326
H -1.467 2.662 -4.963
O 1.652 -6.268 1.746
C 0.465 -6.132 1.732
O -0.152 -5.009 2.172
C -1.578 -5.180 2.133
C -1.817 -6.289 1.118
C -0.567 -7.149 1.285
H -1.921 -5.450 3.134
H -2.043 -4.242 1.843
H -2.750 -6.825 1.280
H -1.841 -5.870 0.111
H -0.685 -7.897 2.070
H -0.265 -7.623 0.356
```

## Properties
E in hartree: -2290.65112
2S+1: 1
Total charge: 0



Entry 7:
Entry from the Open Molecules 2025 dataset: an isolated molecule of C5H10OS at a distorted geometry (ωB97M-V/def2-TZVPD).

XYZ file:
```
17
Properties=species:S:1:pos:R:3
C -0.549 -1.975 -0.760
C 0.206 0.343 -0.050
C 0.998 1.512 -0.661
C -1.127 0.603 0.478
C 0.878 -0.017 1.202
H 0.043 -2.653 -1.504
H -1.571 -1.769 -1.071
H -0.509 -2.357 0.189
H 0.533 1.985 -1.566
H 1.260 2.260 0.193
H 2.038 1.087 -0.925
H -1.743 -0.210 0.880
H -1.871 1.230 -0.392
H -1.067 1.295 1.323
H 0.756 0.819 1.945
O 0.062 -0.705 -1.060
S 1.662 -1.448 1.779
```

## Properties
2S+1: 1
Total charge: 0
Energy relative to the best compared isomer or geometry (same formula, charge and spin) in eV: 3.0929



Entry 8:
Entry from the Open Molecules 2025 dataset: a structure of composition C14H35HgN2O5 at a distorted geometry (ωB97M-V/def2-TZVPD).

XYZ file:
```
57
Properties=species:S:1:pos:R:3
Hg -0.104 -0.064 -0.047
C -1.221 4.281 -1.717
C -1.133 3.381 -0.533
O -0.584 2.106 -0.749
H -1.548 3.776 -2.625
H -0.233 4.675 -1.954
H -1.904 5.120 -1.584
H -2.119 3.282 -0.078
H -0.582 3.885 0.262
C -0.348 0.206 -3.288
O 0.504 -0.264 -2.265
C 1.898 0.011 -2.556
C 2.397 1.011 -1.515
N 2.263 0.461 -0.159
C 2.565 1.443 0.847
C 2.169 0.831 2.164
O 0.943 0.132 2.054
C 0.503 -0.509 3.258
H -0.320 -0.434 -4.170
H -0.072 1.177 -3.698
H -1.347 0.206 -2.851
H 2.056 0.327 -3.587
H 2.425 -0.942 -2.510
H 1.845 1.939 -1.667
H 3.445 1.221 -1.731
H 3.026 -0.194 -0.069
H 2.070 2.403 0.701
H 3.632 1.623 0.712
H 2.028 1.481 3.028
H 3.005 0.225 2.513
H -0.448 -1.040 3.210
H 0.361 0.294 3.982
H 1.250 -1.225 3.603
C -2.336 1.236 2.168
O -1.879 0.065 1.393
C -2.883 -0.905 1.340
C -2.330 -2.072 0.560
N -1.703 -1.662 -0.744
C -1.047 -2.741 -1.434
C 0.131 -3.324 -0.664
O 0.886 -2.288 0.032
C 1.767 -2.800 1.052
H -3.239 1.594 1.675
H -1.571 2.012 2.129
H -2.582 1.031 3.210
H -3.821 -0.530 0.931
H -3.068 -1.236 2.362
H -3.029 -2.878 0.335
H -1.572 -2.477 1.231
H -2.453 -1.422 -1.376
H -0.633 -2.334 -2.356
H -1.737 -3.548 -1.684
H 0.922 -3.841 -1.206
H -0.239 -4.070 0.039
H 2.599 -3.385 0.659
H 1.225 -3.341 1.827
H 2.168 -1.910 1.538
```

## Properties
⟨S²⟩: 0.755
E in hartree: -1192.82645
2S+1: 2
Total charge: +2



Entry 9:
Entry from the Open Molecules 2025 dataset: a cluster of 2 separate species, C5H11NO in total (ωB97M-V/def2-TZVPD).

XYZ file:
```
18
Properties=species:S:1:pos:R:3
C -1.341 1.305 1.730
C -1.222 -0.007 1.582
N -2.120 -0.897 1.003
H -2.213 1.866 1.429
H -0.501 1.844 2.135
H -0.322 -0.499 1.933
H -3.030 -0.522 0.784
H -2.133 -1.805 1.434
C 1.887 1.204 -0.886
C 1.591 -0.085 -0.959
O 2.305 -0.990 -0.222
C 0.466 -0.644 -1.777
H 1.320 1.913 -1.466
H 2.702 1.552 -0.272
H 2.077 -1.879 -0.508
H -0.053 0.166 -2.285
H 0.840 -1.355 -2.517
H -0.252 -1.167 -1.136
```

## Properties
2S+1: 1
Total charge: 0
Energy relative to the best compared isomer or geometry (same formula, charge and spin) in eV: 2.0023



Entry 10:
Entry from the Open Molecules 2025 dataset: an isolated molecule of C23H35N3O2 (ωB97M-V/def2-TZVPD).

XYZ file:
```
63
Properties=species:S:1:pos:R:3
C -0.202 4.495 -1.610
C 0.534 3.190 -1.315
O 0.558 2.874 0.060
C 1.419 3.524 0.900
C 2.377 4.446 0.494
C 3.225 5.030 1.419
C 3.130 4.708 2.760
C 2.175 3.793 3.169
C 1.315 3.198 2.261
C 0.304 2.192 2.742
N 0.969 1.006 3.271
C 0.058 0.074 3.905
C -0.819 -0.708 2.917
H -1.478 -0.014 2.394
H -1.443 -1.423 3.454
C 0.075 -1.454 1.921
N -0.718 -2.291 1.032
C 0.024 -3.382 0.426
C -0.944 -4.405 -0.165
H -1.537 -4.838 0.642
H -0.371 -5.198 -0.647
C -1.894 -3.766 -1.180
C -1.176 -3.398 -2.477
O 0.026 -3.420 -2.636
N -2.031 -3.046 -3.470
C -1.593 -2.653 -4.768
C -2.342 -1.593 -5.516
C -2.404 -3.025 -5.971
H -1.886 -3.304 -6.875
H -3.326 -3.565 -5.815
H -1.782 -0.886 -6.107
H -3.223 -1.172 -5.055
H -0.513 -2.682 -4.825
H -3.026 -3.067 -3.308
C -2.541 -2.530 -0.542
C -1.467 -1.593 0.007
H -1.947 -0.715 0.443
H -0.822 -1.261 -0.826
H -3.163 -1.994 -1.262
H -3.174 -2.854 0.287
H -2.678 -4.489 -1.440
H 0.624 -3.868 1.199
H 0.699 -3.032 -0.370
C 1.012 -0.447 1.237
C 1.804 0.318 2.305
H 2.461 1.052 1.834
H 2.428 -0.387 2.865
H 0.437 0.262 0.640
H 1.705 -0.968 0.573
H 0.696 -2.147 2.504
H -0.570 0.627 4.609
H 0.668 -0.633 4.477
H -0.395 1.971 1.925
H -0.264 2.630 3.570
H 2.090 3.519 4.209
H 3.792 5.164 3.479
H 3.963 5.742 1.081
H 2.483 4.714 -0.546
H 1.550 3.211 -1.729
H -0.002 2.353 -1.775
H -1.219 4.438 -1.229
H 0.295 5.336 -1.133
H -0.234 4.663 -2.683
```

## Properties
2S+1: 1
Total charge: 0
Energy relative to the best compared isomer or geometry (same formula, charge and spin) in eV: 2.3797



Entry 11:
Entry from the Open Molecules 2025 dataset: a cluster of 2 separate species, C2H3ClO2 in total at a distorted geometry (ωB97M-V/def2-TZVPD).

XYZ file:
```
8
Properties=species:S:1:pos:R:3
C 0.123 1.115 0.211
C -1.101 0.909 0.052
O 1.078 -1.266 -0.054
O -0.035 -1.844 0.377
Cl -2.488 0.069 -0.262
H 0.445 2.138 0.386
H 0.819 0.230 0.288
H 1.158 -1.351 -0.999
```

## Properties
⟨S²⟩: 2.012
2S+1: 3
Total charge: 0
Energy relative to the best compared isomer or geometry (same formula, charge and spin) in eV: 3.1252



Entry 12:
Entry from the Open Molecules 2025 dataset: an isolated molecule of C4H9NO2 at a distorted geometry (ωB97M-V/def2-TZVPD).

XYZ file:
```
16
Properties=species:S:1:pos:R:3
C -0.909 -1.766 -0.094
N -0.887 -0.978 1.164
C -0.108 -0.039 1.746
O 0.915 0.511 1.120
C 1.319 0.394 -0.246
C 0.621 1.486 -1.030
O -0.768 1.264 -1.164
H -1.772 -2.443 -0.112
H -1.001 -1.089 -0.951
H -0.005 -2.377 -0.203
H -1.197 -1.339 2.055
H 2.399 0.563 -0.217
H 1.124 -0.595 -0.663
H 0.823 2.442 -0.527
H 1.029 1.530 -2.042
H -1.167 1.354 -0.287
```

## Properties
2S+1: 1
Total charge: 0
Energy relative to the best compared isomer or geometry (same formula, charge and spin) in eV: 3.9252



Entry 13:
Entry from the Open Molecules 2025 dataset: a structure of composition C8H24Be2N2O14 at a distorted geometry (ωB97M-V/def2-TZVPD).

XYZ file:
```
50
Properties=species:S:1:pos:R:3
Be 0.804 -0.711 2.953
Be -2.027 3.443 -1.508
N 0.546 0.768 -0.362
O 0.466 0.716 0.869
O 1.315 0.067 -0.947
O -0.033 1.608 -0.943
N -3.025 -0.597 2.181
O -1.809 -0.491 2.221
O -3.682 -0.402 1.159
O -3.614 -0.706 3.288
C -3.669 3.902 1.483
C -2.461 3.007 1.723
O -1.382 3.549 1.012
O -3.922 4.272 0.095
H -3.678 4.865 1.994
H -4.524 3.447 1.983
H -2.563 2.060 1.193
H -2.073 2.934 2.739
H -0.572 3.217 1.405
H -4.727 4.795 0.088
C 2.217 -3.273 1.519
C 0.981 -3.154 0.600
O -0.076 -2.514 1.287
O 2.651 -1.934 1.689
H 2.933 -3.968 1.079
H 2.096 -3.798 2.467
H 0.599 -4.066 0.141
H 1.333 -2.565 -0.247
H -0.819 -2.931 0.844
H 3.585 -2.069 1.514
C -2.242 0.311 -3.098
C -3.333 0.286 -2.067
O -3.063 1.044 -0.922
O -1.974 1.695 -3.582
H -2.422 -0.446 -3.861
H -1.286 0.115 -2.612
H -3.284 -0.732 -1.681
H -4.371 0.524 -2.299
H -3.312 0.544 -0.141
H -1.130 1.508 -3.998
C 4.895 -1.168 -1.519
C 5.572 -0.927 -0.172
O 5.329 -1.886 0.844
O 4.836 -2.521 -1.912
H 5.408 -0.599 -2.295
H 3.825 -0.962 -1.494
H 5.461 0.085 0.220
H 6.610 -0.964 -0.503
H 5.089 -2.690 0.378
H 4.523 -2.690 -2.803
```

## Properties
⟨S²⟩: 0.763
2S+1: 2
Total charge: +3
Energy relative to the best compared isomer or geometry (same formula, charge and spin) in eV: 0.0000